# 1
The following is a DFT calculation (wB97M-V/def2-TZVPD) of a single C18H24O5 molecule in a non-equilibrium geometry.

As for the spin multiplicity: 1. Its structure (SMILES) is Cc1ccc([C@@]2(COC(=O)C(C)C)CO2)c(OC(=O)C(C)C)c1. The energy above the lowest of the compared OMol25 structures with the same formula, charge and spin comes out at 10.1 kJ/mol. The HOMO energy comes out at -9.185 eV.

The geometry in XYZ format:
```
47
C18H24O5 | the OMol25 dataset | wB97M-V/def2-TZVPD
C -3.69951 -4.31367 1.72560
C -2.66560 -3.27203 1.42996
C -1.32660 -3.48195 1.73629
C -0.38217 -2.50727 1.47989
C -0.74547 -1.29403 0.90996
C -2.08633 -1.08382 0.60222
C -3.03285 -2.06221 0.85668
H -4.06368 -1.86613 0.60214
O -2.52392 0.12515 0.05490
C -2.22398 0.37744 -1.23176
O -1.60730 -0.38138 -1.92952
C -2.75738 1.73210 -1.64994
C -2.92458 1.78580 -3.16439
H -3.64737 1.04480 -3.49660
H -3.26624 2.77126 -3.47001
H -1.97487 1.57410 -3.64842
C -1.77629 2.80256 -1.15994
H -2.12388 3.78595 -1.46725
H -1.69915 2.78271 -0.07599
H -0.78845 2.63827 -1.58411
H -3.72010 1.88324 -1.15261
C 0.29770 -0.24960 0.66343
C 0.18543 1.05862 1.32002
H -0.65436 1.24492 1.98185
H 0.62582 1.92966 0.84962
O 1.09249 0.08875 1.76783
C 1.04385 -0.38516 -0.67331
H 0.82185 -1.35324 -1.12395
H 0.74598 0.41395 -1.35958
O 2.44674 -0.34147 -0.47381
C 3.01428 0.86853 -0.40676
O 2.43085 1.89764 -0.63227
C 4.46494 0.75738 0.01106
C 4.50806 1.03646 1.51757
H 4.19769 2.06050 1.71288
H 3.83637 0.36544 2.04827
H 5.51883 0.89818 1.89413
H 4.79312 -0.26833 -0.17633
C 5.32482 1.75067 -0.76362
H 6.34298 1.74347 -0.38246
H 4.91456 2.75198 -0.65747
H 5.34590 1.49820 -1.82133
H 0.65587 -2.66695 1.72837
H -1.02106 -4.41769 2.18033
H -4.48345 -4.30604 0.97236
H -3.25277 -5.30376 1.76322
H -4.16078 -4.11301 2.69286
```

---

# 2
The following is a DFT calculation (wB97M-V/def2-TZVPD) of a single C18H24OS2 molecule.

As for the spin multiplicity: 1. Its structure (SMILES) is CC(C)(C)SCCSC1=CC(=O)C[C@H](c2ccccc2)C1. The energy above the lowest of the compared OMol25 structures with the same formula, charge and spin comes out at 10.9 kJ/mol. The HOMO energy comes out at -8.318 eV.

The geometry in XYZ format:
```
45
C18H24OS2 | the OMol25 dataset | wB97M-V/def2-TZVPD
C -5.09435 -0.09440 -0.48553
C -3.73479 -0.65714 -0.09485
C -2.74420 -0.59584 -1.24717
H -3.12118 -1.18111 -2.08466
H -1.78663 -1.00802 -0.93673
H -2.58744 0.42420 -1.59261
C -3.87278 -2.09093 0.40843
H -4.56654 -2.13546 1.24473
H -4.24354 -2.73204 -0.38893
H -2.90968 -2.46912 0.74442
S -3.07704 0.26487 1.37823
C -2.88869 1.99976 0.82184
C -1.45971 2.50989 0.92243
H -0.94634 2.10698 1.79298
H -1.46501 3.59957 0.98868
S -0.44397 2.18220 -0.55779
C 0.37419 0.64681 -0.32027
C 0.28704 -0.13475 0.76399
C 0.99223 -1.40545 0.87007
O 0.96812 -2.07653 1.88100
C 1.71355 -1.86552 -0.38134
C 2.32503 -0.69349 -1.15894
C 3.46841 -0.09138 -0.37304
C 3.39460 1.12953 0.28197
C 4.47333 1.60822 1.00697
C 5.64320 0.87618 1.08913
C 5.73197 -0.33970 0.43283
C 4.65525 -0.81401 -0.29137
H 4.73587 -1.76128 -0.80639
H 6.64246 -0.91864 0.48415
H 6.48155 1.25067 1.65746
H 4.39486 2.56062 1.51088
H 2.49701 1.72572 0.23602
C 1.20923 0.28992 -1.51303
H 1.61981 1.19631 -1.96379
H 0.55372 -0.17118 -2.26053
H 2.74227 -1.08533 -2.09498
H 0.97725 -2.37611 -1.01109
H 2.47353 -2.59434 -0.09691
H -0.31482 0.12193 1.62194
H -3.25872 2.08257 -0.19732
H -3.52502 2.59600 1.47791
H -5.53550 -0.71064 -1.26729
H -5.76310 -0.09246 0.37237
H -5.01544 0.92294 -0.86387
```

---

# 3
The following is a DFT calculation (wB97M-V/def2-TZVPD) of a molecular structure, C18H25BaN6OPS2 in a non-equilibrium geometry.

As for the spin multiplicity: 1. The energy above the lowest of the compared OMol25 structures with the same formula, charge and spin comes out at 68.9 kJ/mol. The HOMO energy comes out at -12.936 eV. As for the net charge: +2.

The geometry in XYZ format:
```
54
C18H25BaN6OPS2 | the OMol25 dataset | wB97M-V/def2-TZVPD
Ba -0.02329 0.50642 0.65737
N 4.21644 -0.06693 2.35883
C 4.74639 -0.01892 1.06861
C 6.05133 -0.14463 0.60037
C 6.21102 -0.05200 -0.76552
C 5.11608 0.15506 -1.62827
C 3.83254 0.27555 -1.14113
C 3.65849 0.18565 0.24147
N 2.48014 0.26737 1.01873
C 2.88722 0.10454 2.26892
C 1.98474 0.06958 3.44481
C 2.34386 -0.13226 4.73514
S 0.97117 -0.12956 5.72972
C -0.01139 0.10934 4.38171
N 0.61485 0.20977 3.23059
H 4.73811 -0.21948 3.20502
H 6.89323 -0.30774 1.26093
H 7.20293 -0.14370 -1.18794
H 5.29356 0.21655 -2.69370
H 3.00308 0.43090 -1.81814
H 3.32698 -0.27648 5.15863
H -1.08531 0.18137 4.48885
C -5.73631 1.37681 -0.51739
N -4.81907 2.12207 -1.38952
C -4.95335 1.59372 -2.75574
N -4.74455 0.15001 -2.86167
C -5.66176 -0.52818 -1.94316
N -5.55186 -0.07508 -0.54964
C -4.26850 -0.46110 0.03168
P -2.80301 0.26329 -0.87225
C -3.43991 2.02484 -0.91864
C -3.35354 -0.20918 -2.58259
H -6.75482 1.59151 -0.83954
H -5.62142 1.73149 0.50821
H -4.24964 2.10833 -3.41005
H -5.96374 1.81549 -3.09672
H -5.48599 -1.60308 -1.98769
H -6.68172 -0.33297 -2.27265
H -4.17084 -1.54851 0.01453
H -4.24384 -0.15740 1.08104
H -2.79289 2.61440 -1.57310
H -3.36201 2.46397 0.07988
H -3.22431 -1.28556 -2.70612
H -2.69812 0.27426 -3.30898
C -1.44638 5.11277 1.36078
S -0.05414 4.07554 1.65645
C 1.10088 4.78760 0.53259
O -0.42444 2.68777 1.02107
H -1.15281 6.13777 1.59558
H -2.24333 4.79757 2.03102
H -1.73694 5.01098 0.31432
H 1.34148 5.78566 0.90472
H 0.65420 4.82918 -0.46137
H 1.99728 4.16980 0.54135
```

---

# 4
The following is a DFT calculation (wB97M-V/def2-TZVPD) of a molecular structure, C18H25BrGeIrN7 in a non-equilibrium geometry.

As for the spin multiplicity: 2. The energy above the lowest of the compared OMol25 structures with the same formula, charge and spin comes out at 80.6 kJ/mol. The HOMO energy (spin up / spin down) comes out at -18.257 / -18.562 eV. As for the net charge: +3.

The geometry in XYZ format:
```
53
C18H25BrGeIrN7 | the OMol25 dataset | wB97M-V/def2-TZVPD
Ir -0.46435 -0.17824 0.14578
N 1.86824 -0.30332 -2.22131
C 2.37902 -0.31542 -0.99217
N 3.68516 -0.36531 -0.85909
C 4.18799 -0.34510 0.37981
N 5.48877 -0.38740 0.54394
N 3.41833 -0.28326 1.52122
C 2.15094 -0.26156 1.31514
N 1.53418 -0.26780 0.09520
C 1.20514 -0.23497 2.44561
C 1.59153 -0.24452 3.76514
C 0.61167 -0.24434 4.75295
C -0.72080 -0.23418 4.37671
C -1.05334 -0.21708 3.03300
N -0.10128 -0.21508 2.09154
H 2.51888 -0.33546 -2.99443
H 0.89023 -0.27482 -2.44544
H 6.10012 -0.43264 -0.25862
H 5.88847 -0.36997 1.46998
H 2.64829 -0.25862 3.99578
H 0.88772 -0.25641 5.79915
H -1.51484 -0.23758 5.11096
H -2.08035 -0.20779 2.69858
C 0.80754 5.45810 0.01325
C -0.18459 4.33372 0.00611
C -1.55638 4.55863 -0.06438
C -2.47058 3.50495 -0.08483
C -1.92298 2.25680 -0.02803
Br -2.89084 0.58688 -0.05801
N -0.62102 1.98486 0.04157
C 0.24191 3.00791 0.05873
H 0.30659 6.42039 0.08359
H 1.39892 5.45452 -0.90333
H 1.49182 5.36908 0.85707
H -1.92824 5.57515 -0.10950
H -3.53766 3.66754 -0.14842
H 1.29287 2.75026 0.10458
C 1.43166 -3.77503 -1.37485
Ge 0.33578 -3.70910 0.21868
C -0.99560 -5.09986 0.39030
C 1.38989 -3.50613 1.83049
C -1.00958 -2.08366 -0.11046
H 1.90117 -4.76313 -1.37777
H 2.22489 -3.03133 -1.41894
H 0.82055 -3.69948 -2.27463
H -0.39795 -6.01873 0.40235
H -1.68774 -5.15896 -0.44754
H -1.56241 -5.04759 1.31784
H 1.84228 -4.48470 2.01632
H 0.75920 -3.28143 2.69227
H 2.20939 -2.79192 1.76769
H -1.89455 -2.40641 0.44436
H -1.24568 -2.10913 -1.19156
```

---

# 5
The following is a DFT calculation (wB97M-V/def2-TZVPD) of 3 unconnected molecules or ions with the total composition C18H25ClF16NO4 in a non-equilibrium geometry.

As for the spin multiplicity: 1. The HOMO energy comes out at -1.925 eV. As for the net charge: -1.

The geometry in XYZ format:
```
65
C18H25ClF16NO4 | the OMol25 dataset | wB97M-V/def2-TZVPD
C 5.24585 -0.28474 0.78871
C 4.45214 -1.71193 0.65907
C 3.82664 -2.03306 -0.82144
N 3.33198 -0.81325 -1.58229
C 1.87967 -0.47429 -1.18476
Cl 1.95334 0.64072 0.34090
O 1.20138 0.23893 -2.27769
C -0.12686 0.73601 -1.88944
C -1.09567 -0.35957 -1.14941
O -2.34585 0.38321 -0.77724
C -2.94200 -0.33435 0.37899
C -3.25504 -1.92287 -0.00296
H 5.02563 0.13842 1.87814
H 6.41767 -0.36334 0.69712
H 4.90422 0.54956 0.04260
H 3.53602 -1.65620 1.42080
H 5.16915 -2.54411 1.08361
H 4.69159 -2.56752 -1.44410
H 2.99067 -2.86843 -0.67385
H 3.36636 -1.11319 -2.59954
H -0.09536 1.75851 -1.27366
H -0.67777 1.02671 -2.90826
H -1.37926 -1.16665 -1.95657
H -0.68446 -0.79554 -0.14478
H -2.27333 -0.28355 1.34795
H -3.99942 0.11870 0.69064
H -3.46208 -1.98068 -1.16157
H -4.20990 -2.29345 0.57906
H -2.28879 -2.53783 0.24212
C 4.35058 4.00667 -5.44710
C 3.08512 4.50196 -6.16729
C 2.35296 5.64840 -5.48292
F 1.95622 5.34280 -4.22683
F 1.22354 5.97462 -6.16742
F 2.26114 3.44362 -6.38905
F 3.47379 4.93151 -7.41238
O 4.18911 2.87115 -4.58801
C 3.69382 3.16124 -3.28110
C 2.28371 2.60651 -3.03140
F 1.39900 3.03386 -3.96932
F 1.80259 3.01714 -1.82995
F 3.78821 4.49465 -3.06235
F 4.56996 2.58103 -2.41495
H 5.03397 3.65570 -6.22907
H 4.89489 4.81805 -4.95252
H 2.97830 6.54683 -5.43627
H 2.28484 1.51479 -3.04824
C -6.19908 -2.92356 5.09555
C -5.35830 -3.11971 3.82276
C -4.25255 -4.16146 3.92691
F -3.36286 -3.88678 4.90750
F -3.53630 -4.21979 2.77187
F -4.87352 -1.91373 3.42426
F -6.21994 -3.51520 2.82929
O -5.80572 -1.84813 5.95709
C -4.72972 -2.14292 6.84748
C -3.44817 -1.35915 6.52843
F -3.05083 -1.54191 5.24245
F -2.41791 -1.76645 7.31345
F -4.54050 -3.48383 6.87786
F -5.17232 -1.80323 8.08974
H -7.20520 -2.64464 4.76150
H -6.34398 -3.85731 5.64902
H -4.66450 -5.16054 4.10729
H -3.59686 -0.28838 6.68161
```